(1)
This record from OMol25 describes one molecule with the formula C2H6N4OS at a distorted geometry. The level of theory is ωB97M-V with the def2-TZVPD basis set.

**ΔE to the lowest compared entry with this formula, charge and spin**: 157.6 kcal/mol
**Lowest unoccupied orbital energy**: -0.149 eV
**Structure (SMILES)**: [H]/N=C\NS/C(=N\[H])NO
**HOMO**: -9.399 eV
**Orbital gap**: 9.251 eV

ORCA input file:
```
! RIJCOSX wB97M-V def2-TZVPD def2/J DEFGRID3
* xyz 0 1
C 1.0513 -0.7922 -0.2300
C -1.4789 0.8471 1.2127
H -1.8342 -0.4998 -0.8832
H 0.3085 -2.5124 -0.8786
H 2.8961 -0.2046 -1.1813
H 0.2839 1.1741 2.3975
H -1.9443 0.3929 2.1582
H -1.7953 1.1746 -0.7002
N -0.1230 -1.6830 -0.1827
N 2.1706 -1.0263 -1.1580
N -0.1608 1.2026 1.4114
N -2.2024 0.8992 0.1118
O -0.9588 -1.2075 -1.3033
S 0.9082 0.8787 0.1463
*
```

Now the natural (NBO) charges, all in e: number 1, C, carries 0.16; number 2, C, carries 0.32; number 3, H, carries 0.49; number 4, H, carries 0.40; number 5, H, carries 0.35; number 6, H, carries 0.42; number 7, H, carries 0.19; number 8, H, carries 0.35; number 9, N, carries -0.37; number 10, N, carries -0.65; number 11, N, carries -0.79; number 12, N, carries -0.74; number 13, O, carries -0.62; number 14, S, carries 0.49

(2)
This record from OMol25 describes a 10-piece molecular cluster, C45H117N7O14 overall at a distorted geometry. The level of theory is ωB97M-V with the def2-TZVPD basis set.

**ΔE to the lowest compared entry with this formula, charge and spin**: 29.4 kcal/mol
**Lowest unoccupied orbital energy**: 0.504 eV
**Structure (SMILES)**: COC[C@H](C)N.COC[C@H](C)N.COC[C@H](C)N.COCCNCCOC.COCCNCCOC.COCCNCCOC.COCCNCCOC.CC(C)O.CC(C)O.CC(C)O
**HOMO**: -8.708 eV
**Orbital gap**: 9.211 eV

ORCA input file:
```
! RIJCOSX wB97M-V def2-TZVPD def2/J DEFGRID3
* xyz 0 1
C 16.5219 -26.2200 20.5274
O 15.4308 -26.3219 19.6231
C 15.7982 -27.3346 18.6505
C 14.4936 -27.6736 17.8304
N 13.5115 -28.2826 18.7488
C 12.1084 -28.2064 18.2040
C 11.4512 -26.7769 18.1309
O 11.8221 -25.9692 17.0275
C 11.1141 -26.2996 15.8601
H 17.5175 -26.2036 19.9855
H 16.4468 -27.1148 21.1843
H 16.5183 -25.3498 21.1357
H 16.1515 -28.2923 19.0641
H 16.6730 -26.9686 18.1125
H 14.7422 -28.4055 17.0671
H 14.1334 -26.7485 17.3488
H 13.5090 -27.7232 19.6275
H 11.3840 -28.7648 18.8041
H 12.0423 -28.7196 17.2450
H 11.7645 -26.2137 19.0235
H 10.3311 -26.9143 18.1985
H 11.1277 -27.3129 15.5527
H 11.4191 -25.7042 15.0731
H 10.0457 -26.1109 16.1179
C 7.8906 -21.2329 9.2510
O 7.8620 -22.5844 9.6103
C 9.1067 -23.0123 10.2167
C 8.9483 -24.4935 10.5374
N 9.1548 -25.2999 9.3684
C 8.7987 -26.6836 9.6901
C 8.7834 -27.4678 8.3964
O 7.6764 -26.9999 7.6205
C 7.5104 -27.5518 6.3300
H 7.8990 -20.5873 10.1762
H 7.0246 -20.8913 8.7332
H 8.7036 -21.0057 8.5494
H 9.3470 -22.5048 11.1449
H 9.9345 -22.8247 9.4593
H 8.0462 -24.6387 11.0963
H 9.7355 -24.7951 11.1761
H 8.5281 -24.9037 8.6549
H 7.7596 -26.8145 10.1336
H 9.5165 -27.1325 10.3370
H 8.6407 -28.5043 8.6444
H 9.7106 -27.4122 7.8287
H 8.4293 -27.4031 5.6745
H 6.6288 -27.0579 5.8868
H 7.2778 -28.6304 6.4027
C 9.3543 -22.6237 18.6869
O 8.7619 -21.4405 18.1790
C 9.6060 -20.9225 17.1968
C 8.9793 -19.6368 16.6889
N 9.6203 -19.2655 15.3917
C 8.8969 -18.1885 14.7091
C 7.7954 -18.7314 13.7068
O 7.5193 -17.7692 12.6680
C 8.5270 -17.8677 11.7225
H 10.3694 -22.3514 19.0524
H 9.3654 -23.3978 17.9689
H 8.8013 -22.9236 19.5919
H 9.7909 -21.5497 16.3130
H 10.6114 -20.6774 17.6336
H 9.0795 -18.8314 17.4788
H 7.9786 -19.9029 16.4969
H 10.5245 -18.8523 15.5914
H 9.6782 -17.6435 14.1576
H 8.4303 -17.4387 15.3181
H 6.9358 -18.8399 14.3501
H 8.1532 -19.6789 13.2579
H 8.1929 -17.3291 10.8179
H 8.7174 -18.9039 11.4332
H 9.4815 -17.4197 12.1306
C 1.8044 -26.9495 8.7986
O 2.9957 -27.0379 9.5058
C 4.1224 -26.5301 8.9311
C 4.3002 -25.1207 9.3265
N 4.4589 -25.0807 10.8009
C 4.5170 -23.7494 11.3300
C 3.9788 -23.6763 12.7908
O 2.5540 -23.8454 12.8316
C 2.1174 -23.7689 14.1613
H 1.8687 -27.4362 7.8370
H 1.3850 -25.9126 8.6238
H 1.0749 -27.5406 9.3253
H 4.0544 -26.6616 7.8053
H 4.9810 -27.1242 9.3024
H 3.4027 -24.4987 8.9920
H 5.2288 -24.7819 8.8515
H 3.6933 -25.5642 11.2003
H 3.9369 -23.0607 10.6726
H 5.5059 -23.3582 11.4586
H 4.3370 -22.7255 13.1693
H 4.3313 -24.5354 13.3708
H 2.2556 -24.7579 14.6588
H 1.0826 -23.5052 14.0788
H 2.6595 -23.0330 14.8101
C 7.0622 -22.2124 14.9609
C 7.2109 -23.6405 14.3962
C 8.7119 -23.9497 14.1748
O 9.3818 -23.0078 13.3601
C 10.7597 -22.9899 13.5737
N 6.4300 -24.5632 15.1343
H 7.1998 -22.2849 16.0387
H 5.9693 -21.9107 14.9005
H 7.6782 -21.3788 14.5627
H 6.7343 -23.5785 13.3451
H 8.6617 -24.9322 13.6561
H 9.2132 -24.1023 15.1737
H 11.2291 -23.9705 13.4567
H 11.0371 -22.6026 14.5552
H 11.1878 -22.3225 12.8222
H 6.7958 -24.8494 16.0410
H 6.2052 -25.3720 14.5619
C 13.4013 -20.8801 16.8782
C 13.3401 -20.0386 18.1450
C 14.6881 -19.9475 18.7171
O 14.5154 -19.7383 20.0982
C 15.7364 -19.3812 20.7181
N 12.6611 -18.7356 17.8609
H 12.4495 -21.1493 16.4504
H 13.9215 -21.8744 17.0169
H 14.0350 -20.3650 16.1535
H 12.6518 -20.5126 18.8789
H 15.2326 -19.0881 18.2565
H 15.3097 -20.8442 18.5423
H 16.0424 -18.3774 20.4458
H 16.5302 -20.1217 20.4593
H 15.5551 -19.2771 21.8348
H 12.8361 -18.3930 16.9336
H 12.8578 -17.9588 18.4854
C 4.2580 -20.6483 18.9218
C 4.9457 -21.7555 18.1382
C 5.4413 -22.7864 19.2018
O 5.8899 -23.9489 18.4787
C 6.3240 -24.8957 19.4925
N 4.1222 -22.2433 17.0897
H 3.9525 -19.8110 18.2210
H 4.8916 -20.3246 19.7828
H 3.3546 -21.0077 19.4330
H 5.9107 -21.4223 17.7300
H 4.6260 -23.0409 19.9446
H 6.3025 -22.3816 19.7415
H 7.0801 -25.5889 19.0921
H 5.5133 -25.4515 19.9251
H 6.8148 -24.3843 20.3467
H 3.2683 -22.6468 17.4895
H 4.5879 -23.0344 16.6218
C 4.1294 -28.2723 12.4912
C 5.5279 -27.8941 12.9396
C 6.5159 -28.6433 11.9957
O 5.7223 -26.4515 12.9520
H 3.3366 -27.8679 13.1136
H 4.0048 -29.3544 12.5744
H 3.8750 -27.9086 11.4970
H 5.7212 -28.1627 13.9676
H 6.4568 -28.3281 10.9302
H 6.4107 -29.6958 12.1006
H 7.5345 -28.4512 12.2582
H 5.4795 -26.0911 12.0558
C 4.4278 -20.0230 11.3125
C 4.1856 -19.1840 10.0061
C 3.3812 -17.8864 10.3379
O 5.3696 -18.9615 9.2497
H 4.8160 -21.0074 11.0403
H 3.4456 -20.0910 11.8063
H 5.0975 -19.4718 11.9596
H 3.5742 -19.8010 9.3270
H 2.3457 -18.0934 10.5559
H 3.5082 -17.1263 9.5496
H 3.8655 -17.4408 11.2480
H 5.9800 -18.6169 9.9331
C 12.4762 -27.5762 8.8821
C 12.6581 -26.0980 9.1619
C 14.1444 -25.8324 9.3413
O 12.0043 -25.3233 8.1739
H 12.9368 -27.7731 7.9238
H 11.4504 -27.8620 8.7681
H 12.9721 -28.2212 9.5984
H 12.2160 -25.8672 10.1836
H 14.6003 -26.5768 10.0195
H 14.2127 -24.8375 9.6853
H 14.5968 -25.8660 8.3681
H 11.0142 -25.2143 8.4119
*
```

Atomic partial charges in e from the Mulliken method, atoms 1 to 99: number 1, C, carries -0.75; number 2, O, carries -0.24; number 3, C, carries -0.84; number 4, C, carries -0.23; number 5, N, carries -0.42; number 6, C, carries -1.03; number 7, C, carries -0.21; number 8, O, carries -0.21; number 9, C, carries -0.41; number 10, H, carries 0.26; number 11, H, carries 0.30; number 12, H, carries 0.25; number 13, H, carries 0.37; number 14, H, carries 0.48; number 15, H, carries 0.37; number 16, H, carries 0.19; number 17, H, carries 0.30; number 18, H, carries 0.41; number 19, H, carries 0.40; number 20, H, carries 0.36; number 21, H, carries 0.20; number 22, H, carries 0.29; number 23, H, carries 0.00; number 24, H, carries 0.20; number 25, C, carries -0.52; number 26, O, carries -0.17; number 27, C, carries -0.87; number 28, C, carries -0.25; number 29, N, carries 0.58; number 30, C, carries 0.18; number 31, C, carries -1.34; number 32, O, carries -0.18; number 33, C, carries -0.85; number 34, H, carries -0.13; number 35, H, carries 0.35; number 36, H, carries 0.31; number 37, H, carries 0.49; number 38, H, carries 0.36; number 39, H, carries -0.41; number 40, H, carries 0.16; number 41, H, carries 0.32; number 42, H, carries -0.84; number 43, H, carries 0.74; number 44, H, carries 0.56; number 45, H, carries 0.57; number 46, H, carries 0.29; number 47, H, carries 0.22; number 48, H, carries 0.33; number 49, C, carries -0.59; number 50, O, carries -0.38; number 51, C, carries 0.97; number 52, C, carries -1.19; number 53, N, carries 0.02; number 54, C, carries -1.04; number 55, C, carries 0.29; number 56, O, carries -0.45; number 57, C, carries -0.49; number 58, H, carries 0.24; number 59, H, carries 0.21; number 60, H, carries 0.19; number 61, H, carries -0.38; number 62, H, carries 0.13; number 63, H, carries 0.39; number 64, H, carries 0.35; number 65, H, carries 0.17; number 66, H, carries 0.49; number 67, H, carries 0.21; number 68, H, carries 0.48; number 69, H, carries -0.14; number 70, H, carries 0.29; number 71, H, carries 0.10; number 72, H, carries 0.26; number 73, C, carries -0.80; number 74, O, carries -0.34; number 75, C, carries 0.00; number 76, C, carries -0.81; number 77, N, carries 0.40; number 78, C, carries -0.46; number 79, C, carries -0.26; number 80, O, carries -0.52; number 81, C, carries -0.71; number 82, H, carries 0.35; number 83, H, carries 0.27; number 84, H, carries 0.29; number 85, H, carries 0.43; number 86, H, carries -0.28; number 87, H, carries 0.31; number 88, H, carries 0.15; number 89, H, carries 0.32; number 90, H, carries 0.52; number 91, H, carries -0.39; number 92, H, carries 0.42; number 93, H, carries 0.26; number 94, H, carries 0.24; number 95, H, carries 0.37; number 96, H, carries 0.22; number 97, C, carries -0.32; number 98, C, carries 3.29; number 99, C, carries -0.60

(3)
This record from OMol25 describes one molecule with the formula C4H8O2. The level of theory is ωB97M-V with the def2-TZVPD basis set.

**ΔE to the lowest compared entry with this formula, charge and spin**: 18.6 kcal/mol
**Lowest unoccupied orbital energy**: 0.861 eV
**Structure (SMILES)**: CC(=O)CCO
**HOMO**: -9.917 eV
**Orbital gap**: 10.779 eV

ORCA input file:
```
! RIJCOSX wB97M-V def2-TZVPD def2/J DEFGRID3
* xyz 0 1
C 2.1154 -0.0078 -0.2606
C 0.6536 0.3816 -0.2034
O 0.3576 1.5633 -0.2564
C -0.4182 -0.6881 -0.0873
C -1.6966 -0.1424 0.5573
O -2.2920 0.8703 -0.2104
H 2.2890 -1.0863 -0.2391
H 2.5558 0.4213 -1.1678
H 2.6208 0.4587 0.5925
H -0.6495 -1.0248 -1.1092
H -0.0342 -1.5618 0.4548
H -1.4607 0.2081 1.5747
H -2.4350 -0.9437 0.6561
H -1.6061 1.5516 -0.3013
*
```

Now the natural (NBO) charges, all in e: number 1, C, carries -0.72; number 2, C, carries 0.61; number 3, O, carries -0.58; number 4, C, carries -0.54; number 5, C, carries -0.05; number 6, O, carries -0.73; number 7, H, carries 0.22; number 8, H, carries 0.25; number 9, H, carries 0.25; number 10, H, carries 0.24; number 11, H, carries 0.22; number 12, H, carries 0.16; number 13, H, carries 0.18; number 14, H, carries 0.49

- What is the formula in the second record?
  C45H117N7O14